Molecular formula: C14H25ClN4O2
Method: DFT, ωB97M-V/def2-TZVPD

```
! wB97M-V def2-TZVPD RIJCOSX def2/J DEFGRID3
* xyz 0 1
C 1.29701 -2.03521 3.33758
C 0.54604 -3.21898 2.76417
N 0.78695 -3.39400 1.32921
C 0.48034 -2.46894 0.37183
C 0.78882 -3.02478 -0.82351
N 1.43318 -4.22286 -0.55323
C 1.33090 -4.45562 0.75004
C 1.92369 -5.19796 -1.52281
H 2.28966 -2.24185 3.74110
H 0.76402 -1.43282 4.06935
H 1.50593 -1.29277 2.55611
H -0.52438 -3.08372 2.90998
H 0.84779 -4.13329 3.27346
H -0.17162 -1.61315 0.48578
H 0.65903 -2.75497 -1.85575
H 1.50683 -5.38771 1.25933
H 1.89404 -4.81960 -2.53895
H 1.20536 -6.02233 -1.53226
H 2.89885 -5.56850 -1.22908
C -1.74208 1.01079 -3.73565
C -2.02140 0.63665 -2.29645
N -2.48446 1.74003 -1.43298
C -2.66567 3.04785 -1.80165
C -2.67056 3.80737 -0.68492
N -2.55993 2.92028 0.36735
C -2.49842 1.69483 -0.09914
C -2.57221 3.21632 1.79336
H -1.65577 0.04003 -4.22855
H -0.74334 1.43652 -3.84392
H -2.47906 1.65430 -4.20120
H -1.23063 0.05817 -1.82452
H -2.89057 -0.03447 -2.25391
H -2.65234 3.43029 -2.80599
H -2.64980 4.86198 -0.48137
H -2.38089 0.80905 0.50122
H -2.91600 2.33707 2.33607
H -3.08649 4.12124 2.08576
H -1.52277 3.22023 2.11419
C 2.88268 3.05324 0.50317
C 3.40037 4.46166 0.12293
O 3.04515 5.39411 0.88305
O 4.25132 4.49301 -0.79524
H 2.39485 2.68667 -0.41398
H 2.18214 3.07628 1.33081
H 3.65545 2.29211 0.63414
Cl 0.14798 0.90344 1.43504
*
```

Summary:
Energy above the lowest of the compared OMol25 structures with the same formula, charge and spin = 0.039 eV
Orbital gap = 4.078 eV
E_HOMO = -4.93 eV

***

Molecular formula: H11O5
Method: DFT, ωB97M-V/def2-TZVPD

```
! wB97M-V def2-TZVPD RIJCOSX def2/J DEFGRID3
* xyz 1 1
O -0.73025 0.52719 0.68300
H 0.10430 0.54746 1.13619
H -0.57625 1.27123 0.05852
H -0.64408 -0.33355 0.24772
O -1.54961 -2.42754 0.58916
H -1.70549 -2.43756 1.49730
H -2.50602 -2.41217 0.30491
O 0.00764 -0.75629 -1.73694
H -0.84551 -1.38609 -1.99158
H 0.58770 -1.41801 -2.14149
O 0.24058 2.41343 -1.16443
H 0.21008 3.18586 -1.41362
H 1.07615 2.04798 -1.15966
O 1.82057 0.61844 1.53852
H 2.08899 -0.23460 1.37975
H 2.42121 0.79421 2.17265
*
```

Summary:
Energy above the lowest of the compared OMol25 structures with the same formula, charge and spin = 2.864 eV
Orbital gap = 12.494 eV
E_HOMO = -15.77 eV

***

Molecular formula: C12H18F18O21S9Zn3
Method: DFT, ωB97M-V/def2-TZVPD

```
! wB97M-V def2-TZVPD RIJCOSX def2/J DEFGRID3
* xyz 0 1
Zn -7.68761 5.77410 15.02399
Zn -9.14915 3.81991 10.36526
Zn -9.61412 1.71483 16.05754
C -12.01617 7.18976 10.05629
F -12.62618 8.08680 9.27942
F -11.99659 7.66440 11.31634
F -12.74158 6.04971 10.04709
S -10.31554 6.86880 9.44137
O -9.97644 5.65223 10.20010
O -10.51301 6.61394 8.04075
O -9.57136 8.03525 9.80029
C -8.22949 4.29110 19.05068
F -8.82883 3.71385 20.07532
F -7.64464 5.40218 19.44040
F -7.29195 3.46481 18.57653
S -9.46114 4.64468 17.74208
O -9.62700 3.34169 17.08792
O -10.63594 5.11371 18.39358
O -8.80330 5.61087 16.87839
C -5.12420 2.07598 15.86220
F -4.81500 0.85252 15.50994
F -5.30683 2.18558 17.16338
F -4.09828 2.88052 15.52680
S -6.60926 2.64887 14.94646
O -6.69109 4.08094 15.21472
O -6.40010 2.26867 13.58838
O -7.69614 1.94963 15.62408
C -4.98886 5.31263 11.84747
F -4.57439 4.82596 10.67445
F -4.78813 4.36392 12.76296
F -4.29847 6.39472 12.15441
S -6.77429 5.73693 11.74053
O -7.17344 6.03332 13.10582
O -6.83075 6.83881 10.85777
O -7.44608 4.53677 11.25885
C -8.51048 -1.90262 14.45852
F -8.44929 -2.46920 15.66077
F -7.45027 -1.09008 14.34575
F -8.46889 -2.85684 13.53993
S -10.05482 -0.92855 14.27621
O -11.13167 -1.86215 14.38246
O -9.96905 -0.03507 15.46610
O -9.87267 -0.22974 13.03093
C -11.88413 4.59902 13.50860
F -12.54208 4.27918 14.63528
F -12.53205 4.13109 12.46381
F -11.80045 5.92234 13.46143
S -10.19314 3.85958 13.61961
O -10.34556 2.66086 14.42442
O -9.81499 3.52613 12.28216
O -9.36751 4.83770 14.26765
C -12.80790 1.88147 9.83323
S -11.85456 2.71309 8.56035
O -10.62422 3.26283 9.18651
C -11.39078 1.22470 7.71368
H -13.69576 1.43592 9.38802
H -13.12353 2.56936 10.61303
H -12.18355 1.09460 10.26150
H -12.33942 0.71616 7.50085
H -10.81045 0.52218 8.31060
H -10.93602 1.42578 6.74798
C -10.39762 9.30536 14.27332
S -9.18247 8.79894 15.47980
O -8.72566 7.49238 14.91468
C -7.90413 10.04083 15.13057
H -11.18962 8.56555 14.37226
H -9.99229 9.36145 13.26345
H -10.78407 10.30108 14.50207
H -7.76691 10.56234 16.08190
H -8.23741 10.79866 14.42746
H -6.98289 9.54876 14.83743
C -7.63920 -0.46094 10.04472
S -7.31881 1.06023 10.94724
O -8.47912 1.93584 10.56958
C -5.94242 1.63888 9.96359
H -8.68558 -0.69971 10.22580
H -7.00275 -1.27012 10.39760
H -7.47027 -0.30277 8.97963
H -5.64663 2.59199 10.39459
H -6.26786 1.79113 8.93005
H -5.13220 0.91392 9.90687
*
```

Summary:
Energy above the lowest of the compared OMol25 structures with the same formula, charge and spin = 0.000 eV
Orbital gap = 9.375 eV
E_HOMO = -9.65 eV